Below is 9 unconnected molecules or ions with the total composition H18O9 at a distorted geometry, with properties calculated with ωB97M-V with the def2-TZVPD basis set.

As for the energy above the lowest of the compared OMol25 structures with the same formula, charge and spin: 6.195 eV. Its orbital gap is 0.344 hartree. Its structure (SMILES) is O.O.O.O.O.O.O.O.O. The max |F| is 4.856 eV/Å.

Last column: Löwdin charge in e.
Element x y z (Å)
H: 1.220 -0.592 0.980  0.041
H: -0.018 -0.615 0.107  0.027
H: -1.681 2.124 -0.860  0.052
H: -3.266 2.370 -0.983  0.131
H: 1.053 4.426 -1.684  -0.003
H: 0.489 3.224 -1.136  0.040
H: -2.975 1.909 0.906  0.003
H: -2.869 0.870 2.025  0.028
H: 3.092 3.588 0.324  0.015
H: 2.382 2.795 -0.773  0.045
H: -2.521 -5.538 0.113  0.023
H: -1.720 -4.530 0.801  0.025
H: 2.709 -0.726 -1.523  0.005
H: 3.402 0.608 -1.747  0.066
H: -1.811 -0.988 2.407  -0.059
H: -1.528 -2.461 2.575  0.038
H: 1.601 -2.893 -1.041  0.038
H: 2.731 -3.749 -1.742  -0.003
O: 0.251 -0.611 1.032  -0.052
O: -2.410 2.614 -0.444  -0.103
O: 0.581 4.176 -0.947  -0.051
O: -2.514 1.098 1.171  -0.090
O: 2.268 3.420 -0.040  -0.044
O: -2.606 -4.898 0.809  -0.046
O: 3.606 -0.374 -1.593  -0.077
O: -1.296 -1.569 2.852  -0.015
O: 1.828 -3.677 -1.591  -0.034